A structure of composition C41H42P2TeTi in a non-equilibrium geometry. Source: the Open Molecules 2025 dataset; level of theory: ωB97M-V/def2-TZVPD.

## Properties
LUMO (spin up / spin down): -0.20 / -0.21 eV
frontier orbital gap (spin up / spin down): 4.6 / 5.6 eV
net charge: 0
<S²>: 2.03
multiplicity: 3

Atoms and positions in Å:
Ti -0.3674 -0.2980 -2.5573
C -1.4611 0.5850 -4.7762
C -1.1893 -0.8778 -4.5406
C -1.0703 -1.5516 -6.0246
C 0.4422 -1.7389 -6.3054
C 1.2312 -1.3293 -5.0154
C 1.6343 0.1393 -4.7495
C 0.9145 1.2017 -5.6088
C -0.5907 1.2720 -5.7910
C 2.1969 0.0704 -0.4494
H -2.4447 0.6219 -5.2171
H -2.0991 -1.3116 -4.1310
H -1.5691 -0.9789 -6.8197
H -1.5471 -2.5342 -5.9290
H 0.6158 -2.8235 -6.4714
H 0.7846 -1.1516 -7.1826
H 2.0658 -2.0321 -4.8794
H 2.7278 0.2421 -4.9119
H 1.3720 1.1312 -6.5840
H 1.1371 2.1895 -5.2006
H -0.9338 2.3227 -5.8754
H -0.9503 0.8740 -6.7759
H 2.3468 0.9669 0.1751
H 2.9521 -0.6814 -0.1575
H 1.1974 -0.3504 -0.2075
P -2.9009 -0.3243 -1.6333
P 2.6101 0.4622 -2.1242
C 0.1836 -1.3941 -3.9877
C 1.2969 0.4338 -3.3296
C -3.6909 -1.8765 -1.3788
C -3.6436 -2.8316 -2.4308
C -4.0563 -4.1459 -2.1951
C -4.5360 -4.5464 -0.9408
C -4.5855 -3.5949 0.0919
C -4.1423 -2.2787 -0.0926
C -3.9023 0.9709 -2.3376
C -3.3713 2.2962 -2.3774
C -4.1412 3.3285 -2.9133
C -5.4353 3.0556 -3.3849
C -5.9356 1.7557 -3.3538
C -5.1912 0.7002 -2.8296
C 3.9356 -0.6248 -2.5819
C 3.6410 -2.0210 -2.6421
C 4.6904 -2.9224 -2.4507
C 6.0000 -2.4623 -2.2086
C 6.2654 -1.0846 -2.1880
C 5.2386 -0.1478 -2.3497
C 2.9554 2.1835 -2.3513
C 2.3290 3.1413 -1.5273
C 2.5383 4.4929 -1.7971
C 3.3141 4.8623 -2.9106
C 3.9174 3.9035 -3.7330
C 3.7101 2.5447 -3.4729
H 0.3558 -2.0826 -3.1278
H 0.5692 1.2707 -3.2412
H -3.2709 -2.5542 -3.4216
H -3.9907 -4.8868 -2.9965
H -4.8697 -5.5762 -0.7611
H -4.9459 -3.9012 1.0740
H -4.1442 -1.5357 0.7151
H -2.3576 2.5341 -1.9942
H -3.7578 4.3611 -2.9571
H -6.0346 3.8582 -3.8049
H -6.9109 1.5229 -3.7647
H -5.5560 -0.3266 -2.7606
H 2.6195 -2.3944 -2.8213
H 4.4985 -4.0020 -2.4625
H 6.8076 -3.1666 -1.9825
H 7.2752 -0.7008 -2.0469
H 5.4184 0.9315 -2.2765
H 1.7246 2.8229 -0.6719
H 2.0698 5.2642 -1.1808
H 3.4416 5.9162 -3.1501
H 4.5066 4.1983 -4.6055
H 4.1732 1.7786 -4.0958
Te -1.3509 0.9460 0.1092
C -0.7812 0.1582 2.0729
C -0.9889 -1.1528 2.5435
C -0.7424 -1.4401 3.9008
C -0.2815 -0.4323 4.7734
C -0.0511 0.8603 4.2826
C -0.2916 1.1473 2.9292
H -1.3468 -1.9365 1.8775
H -0.9207 -2.4395 4.3076
H -0.1298 -0.6474 5.8421
H 0.2838 1.6489 4.9575
H -0.1185 2.1490 2.5528